1.
DFT (ωB97M-V/def2-TZVPD) results for 2 unconnected molecules or ions with the total composition CH6NO2.

Energy above the lowest of the compared OMol25 structures with the same formula, charge and spin, kJ/mol: 27.11
Charge: -1

Structure (XYZ):
```
10
CH6NO2, DFT ωB97M-V/def2-TZVPD
O 0.9830 1.8388 -1.2908
H 1.0806 -1.1642 0.8110
H 0.4771 2.0549 -2.0735
H -1.5737 -0.1805 0.9168
H -1.1307 -1.8769 0.4576
C -0.7665 -0.7747 0.4226
N 0.3783 -0.7172 1.4250
H 0.6163 0.2160 1.2472
H 0.4729 0.9501 -1.0936
O -0.5373 -0.3465 -0.8222
```



2.
DFT (ωB97M-V/def2-TZVPD) results for a molecular structure, C33H59AlBBr2F3N4O15.

Charge: +2

Structure (XYZ):
```
118
C33H59AlBBr2F3N4O15, DFT ωB97M-V/def2-TZVPD
H 5.3430 -0.8656 2.7555
N -0.1974 -0.0118 3.7196
C -2.6168 -4.2764 -4.5234
H -0.5186 -0.6644 -7.6796
H 0.4567 5.3421 0.8926
O 0.2161 -4.6538 -7.0287
H -3.4663 -4.4664 -5.1819
H 8.5115 -3.3892 5.7974
H -0.6744 1.3365 -3.8975
H -1.2223 -6.2121 1.4384
O -1.5499 7.6085 -4.4683
C -1.0843 -4.7572 -7.6275
C 8.3582 -4.2182 6.4953
Al -3.5493 1.4783 2.8132
O 6.1090 -3.5296 7.0971
N -0.6482 3.9833 -2.4978
H -1.0547 -5.6760 -8.2256
O 2.7915 1.1758 0.5865
C -5.7790 9.0198 0.9453
H -1.2249 0.6371 -1.2983
C -0.4429 1.4773 -1.6267
H 8.9691 -5.0640 6.1673
H 0.0425 -1.7085 -8.9952
C -0.3953 -3.4745 -4.8657
O -1.6256 -2.3702 -7.8999
H 3.9468 0.9036 3.4451
C -2.3828 -1.7572 3.6875
C -4.5601 6.8939 0.8545
C -4.0009 -4.8113 6.1040
H -0.8499 3.7903 -3.5042
H 0.1593 -0.1785 -3.0723
C 0.4524 -3.5594 -6.1469
H 6.5112 -4.9295 5.5914
C 0.1226 1.0148 -3.0969
O -5.6770 10.3814 -0.9751
O -1.8181 9.7238 -4.7564
H -2.8189 -6.3039 7.0221
H 0.1501 -5.0293 3.0768
H -1.8335 -4.9482 -6.8605
H -4.1799 8.5989 -2.1260
O -1.0315 5.8749 -0.6447
C -2.8019 -5.2034 6.9855
O -1.7841 -3.3087 -5.1426
O -3.3329 8.3471 -5.4192
B -1.0738 5.3950 -2.0508
C -1.3476 2.8800 -1.6906
C -0.3390 -0.9887 4.6416
H -4.1705 -3.7271 6.1011
C 3.5045 0.5639 1.3785
C 5.7534 -2.5483 6.2077
H 2.8141 0.9413 -1.8644
H 1.8838 2.6235 -3.1778
N 4.6476 -0.0355 0.9385
H -0.2070 -4.3546 -4.2382
H -6.4052 9.7548 1.4362
H -3.8726 -5.1428 5.0659
H 0.3721 3.9162 -2.2857
C -0.6603 -5.3359 1.1036
C -1.4016 -1.8776 4.6662
N -2.2337 8.5598 -4.8813
H 6.7742 -5.4547 7.2529
H -2.5140 -3.8608 -8.9476
O -1.7367 -4.6066 6.4756
C -4.1249 7.2128 -0.5198
H -0.9606 6.0503 -3.9397
C -1.1648 0.0793 2.7809
H -0.8340 -3.5717 -9.4219
H 3.0277 -0.6023 3.1090
C 1.6505 1.5065 -3.4374
H 1.0979 5.4930 -0.9665
H 1.4964 -3.6673 -5.8277
H 4.8094 0.0874 -0.0544
H -1.4633 -2.6447 5.4298
Br 1.0273 -3.1184 1.7779
H 2.2228 0.9768 3.0331
C 3.1600 0.4485 2.8376
H -2.9888 -3.8762 -3.5741
Br -1.8455 -4.4219 -0.1474
C -0.3120 -4.4469 2.2747
H 0.2124 -5.6657 0.5336
H 0.3616 1.5085 -0.7740
H -4.9131 -5.2834 6.4872
C 6.8935 -4.6092 6.5676
H 8.7150 -3.8804 7.4736
C -1.5155 -3.6215 -8.5660
O -1.5395 6.3166 -3.1408
H -3.2315 -2.4349 3.6753
C 4.8849 -1.4941 6.8901
O -4.2269 5.8512 1.4006
C -5.3438 9.3387 -0.4290
H -2.4368 2.6867 -2.1271
F 3.6121 -1.9387 7.1046
H 0.7168 7.0468 0.0449
H -1.0270 0.8711 2.0503
H -1.1699 -3.9008 2.6760
C 0.3651 5.9303 -0.1421
H -1.3827 3.2870 -0.5693
F 4.7674 -0.3462 6.1642
H 0.4504 -1.0395 5.3863
H 1.7785 1.3857 -4.6183
H -3.1042 -4.9484 8.0133
H -3.4987 6.4779 -1.0107
C -0.8465 -1.3272 -8.4823
H 5.6704 -1.7957 1.2698
O 2.7120 0.6619 -2.8407
H -0.0785 -2.5940 -4.2943
C -5.4136 7.8819 1.5435
C -2.2660 -0.7599 2.7251
H 0.4259 -2.6248 -6.7014
C -4.4903 8.3508 -1.1180
C 5.6106 -0.7934 1.7009
O 6.0714 -2.5525 5.0211
H -1.4726 -0.7588 -9.1809
H -5.7240 7.6338 2.5515
H 6.5818 -0.3024 1.6031
H -2.1053 -5.2246 -4.3482
H -3.0141 -0.6392 1.9499
F 5.3662 -1.1212 8.1110
```



The records above yield Kohn-Sham gap values of 7.9375; 0.8324 eV, respectively.
The records above yield E values of -246.9389; -8354.1784 Ha, respectively.